26
Properties=species:S:1:pos:R:3:forces:R:3:nbo_charge:R:1 method="wB97M-V/def2-TZVPD" charge=+1 e_tot_ev=-10044.104 homo_ev=-14.56 relative_energy_ev=1.727
C -1.456 -1.807 0.707 -1.24 1.78 0.20 -0.66
C -0.288 -0.857 0.465 -0.02 2.10 1.54 -0.07
C -0.100 0.111 -0.719 1.68 -0.44 -1.06 -0.42
C -0.716 1.514 -0.484 0.57 -0.77 -2.04 -0.41
C -0.230 2.244 0.746 -0.69 1.21 1.39 -0.44
C 1.000 3.144 0.476 0.58 0.74 0.63 -0.62
N 1.019 -1.548 0.876 0.23 -1.70 -1.40 -0.69
H -1.733 -1.467 1.731 -0.23 -1.46 -0.45 0.24
H -1.367 -2.870 0.550 0.50 -0.26 0.11 0.25
H -2.328 -1.496 0.106 0.42 -0.03 0.01 0.25
H -0.481 -0.033 1.204 0.71 -1.39 0.09 0.23
H -0.536 -0.313 -1.627 0.10 0.04 -0.09 0.22
H 1.012 0.312 -0.958 -1.39 -0.70 0.56 0.22
H -0.300 2.091 -1.375 -1.02 -0.53 0.97 0.23
H -1.803 1.363 -0.659 0.49 0.69 0.66 0.23
H -0.064 1.656 1.671 0.17 -0.25 -0.61 0.19
H -1.094 2.856 1.127 0.88 -0.04 -0.60 0.24
H 1.154 3.936 1.258 -0.44 -0.77 -0.58 0.24
H 2.012 2.686 0.396 -0.87 -0.38 0.08 0.21
H 0.862 3.668 -0.467 -0.10 0.16 -0.06 0.22
H 1.634 -1.064 1.525 0.18 0.61 -0.42 0.45
H 1.477 -1.814 -0.032 0.17 0.64 0.97 0.46
H 0.922 -2.489 1.302 -0.71 0.57 -0.03 0.45
H 0.653 -3.954 -2.999 -0.06 0.29 0.03 0.50
H 0.263 -2.498 -2.577 0.00 -0.30 -0.42 0.47
O 0.491 -3.373 -2.245 0.08 0.19 0.53 -0.97

39
Properties=species:S:1:pos:R:3:forces:R:3:mulliken_spin:R:1 method="wB97M-V/def2-TZVPD" charge=+3 spin_multiplicity=2 e_tot_ev=-75725.395 homo_ev="-19.75 / -19.80" relative_energy_ev=0.000
W -0.304 -0.227 -0.030 0.26 -0.94 0.12 0.97
N -4.467 -0.800 -0.770 -0.02 0.13 0.02 0.00
C -3.526 0.415 -0.631 0.04 -0.08 0.01 0.00
C -4.307 1.717 -0.807 -0.03 -0.01 -0.07 0.00
P -2.133 0.220 -1.851 0.13 -0.05 -0.07 0.02
O -2.810 0.327 -3.221 -0.12 0.02 0.04 0.00
O -1.488 -1.145 -1.491 0.21 0.21 0.09 0.01
O -0.999 1.177 -1.495 -0.03 0.01 0.02 0.00
P -2.654 0.304 1.016 0.03 -0.03 0.13 0.02
O -3.763 0.527 2.048 -0.07 0.08 -0.08 0.00
O -1.963 -1.077 0.997 0.15 0.23 -0.03 0.00
O -1.438 1.239 1.016 0.07 0.01 -0.07 0.00
H -5.440 -0.501 -0.634 -0.01 0.00 0.06 0.00
H -4.273 -1.551 -0.095 0.08 -0.02 -0.02 0.00
H -4.426 -1.241 -1.697 -0.04 0.08 -0.05 0.00
H -4.753 1.775 -1.801 0.00 -0.01 0.01 0.00
H -3.643 2.575 -0.687 0.03 -0.03 0.00 0.00
H -5.094 1.797 -0.055 0.00 0.00 0.00 0.00
H -2.340 0.496 -4.057 0.02 -0.06 -0.07 0.00
H -3.619 0.821 2.964 0.01 -0.07 0.10 0.00
C 5.363 -3.007 -0.528 -0.12 0.01 0.01 0.00
C 5.107 -1.997 0.543 0.16 -0.01 -0.12 0.00
O 3.577 -1.882 0.767 0.06 -0.38 0.06 0.00
P 2.502 -0.884 0.505 -0.24 0.45 -0.12 0.01
S 0.908 -1.074 1.820 -0.28 0.16 -0.57 -0.02
S 1.524 -0.974 -1.334 -0.40 0.17 0.40 -0.02
O 3.060 0.571 0.604 0.14 0.21 0.23 0.00
C 2.191 1.716 0.605 0.31 0.11 0.05 0.00
C 2.063 2.354 1.956 0.06 0.00 0.02 0.00
H 6.446 -3.119 -0.613 0.01 0.01 0.01 0.00
H 4.985 -2.685 -1.498 0.03 0.00 0.01 0.00
H 4.946 -3.978 -0.267 0.03 0.01 0.00 0.00
H 5.436 -0.989 0.307 -0.02 0.03 0.00 0.00
H 5.449 -2.296 1.526 -0.04 -0.01 0.06 0.00
H 1.174 1.422 0.189 -0.46 -0.24 -0.08 0.01
H 2.559 2.386 -0.168 0.04 0.01 -0.07 0.00
H 1.506 1.747 2.667 0.03 -0.03 -0.01 0.00
H 1.578 3.324 1.852 -0.02 -0.01 0.00 0.00
H 3.068 2.518 2.349 -0.01 0.05 0.01 0.00

27
Properties=species:S:1:pos:R:3:forces:R:3:nbo_charge:R:1 method="wB97M-V/def2-TZVPD" e_tot_ev=-12652.106 homo_ev=-8.61 relative_energy_ev=4.178
C 0.849 -0.095 2.339 0.19 -1.98 1.07 -0.66
C 1.160 1.085 1.496 -0.09 -0.23 -0.22 -0.08
O 0.888 0.627 0.162 -5.85 5.60 4.15 -0.73
H 1.437 -0.925 1.949 0.09 -0.08 -0.18 0.23
H -0.183 -0.436 2.253 -0.05 0.22 -0.12 0.21
H 1.063 -0.140 3.407 0.15 0.86 0.08 0.22
H 2.227 1.308 1.465 -0.16 0.38 0.39 0.21
H 0.511 1.933 1.713 0.52 0.29 0.09 0.18
H -0.062 0.668 0.031 0.27 -0.09 -0.21 0.53
C -1.745 1.180 0.672 -1.15 0.66 -0.79 -0.67
C -2.056 0.073 -0.376 -0.82 1.69 2.00 -0.09
O -2.936 -0.743 0.464 1.22 -0.25 -1.42 -0.72
H -1.032 1.917 0.304 -0.24 0.28 0.03 0.20
H -1.448 0.809 1.652 -0.06 -0.15 -0.40 0.23
H -2.691 1.705 0.804 0.08 0.11 0.19 0.24
H -1.120 -0.239 -0.841 -0.34 -1.61 0.29 0.18
H -2.593 0.546 -1.198 -0.37 -0.17 0.01 0.17
H -3.044 -1.623 0.096 -0.03 -0.14 -0.19 0.48
C 0.912 -0.608 -2.654 -1.42 -0.90 -0.17 -0.63
C 1.332 -1.382 -1.418 1.26 1.86 0.64 -0.07
O 2.251 -0.547 -0.740 5.88 -5.54 -3.16 -0.79
H 1.595 -0.648 -3.503 0.19 -0.26 0.28 0.22
H 0.706 0.447 -2.473 -0.01 -0.05 0.28 0.20
H -0.021 -1.105 -2.918 -0.36 0.26 -0.83 0.19
H 1.672 -2.381 -1.692 0.75 0.12 0.03 0.17
H 0.565 -1.592 -0.673 -0.99 0.02 -0.33 0.13
H 1.761 0.165 -0.321 1.34 -0.91 -1.48 0.45

42
Properties=species:S:1:pos:R:3:forces:R:3:nbo_charge:R:1 method="wB97M-V/def2-TZVPD" smiles="CCB(O)P([PH2]=N)[PH2]=O.O=S1(=O)OCCO1.O=S1(=O)OCCO1" e_tot_ev=-78706.693 homo_ev=-8.56
C -3.062 2.229 3.291 -0.45 0.05 0.15 -0.59
C -3.416 1.135 2.285 0.18 0.03 0.35 -0.82
B -2.230 0.597 1.437 -0.25 -0.33 0.15 0.80
O -0.938 0.996 1.646 -0.21 0.62 0.17 -0.90
P -2.498 -0.685 0.007 0.34 0.09 -0.82 -0.21
P -4.650 -1.090 -0.063 -0.40 0.56 -0.26 1.09
N -5.363 -0.054 -1.000 0.00 -0.34 0.17 -1.32
P -1.824 -2.613 0.767 -0.71 0.08 0.61 1.28
O -2.794 -3.215 1.710 -0.32 -0.25 0.29 -1.11
H -2.318 1.902 4.014 0.18 0.02 -0.08 0.21
H -2.721 3.137 2.798 0.20 -0.03 -0.03 0.21
H -3.952 2.504 3.859 -0.01 0.02 0.05 0.21
H -4.221 1.489 1.633 0.00 -0.12 -0.18 0.26
H -3.843 0.268 2.805 -0.09 -0.02 0.02 0.25
H -0.513 1.304 0.845 0.42 -0.47 -0.21 0.51
H -4.738 -2.451 -0.398 0.11 -0.17 0.17 -0.04
H -5.134 -1.021 1.249 0.20 -0.26 0.18 -0.05
H -5.806 -0.496 -1.795 0.01 0.21 -0.14 0.38
H -1.690 -3.383 -0.396 0.35 0.08 -0.16 -0.07
H -0.547 -2.487 1.327 0.24 0.16 -0.32 -0.06
O 0.329 -1.775 -0.952 0.06 0.18 -0.11 -0.93
S 1.690 -1.880 -1.343 0.04 -0.32 -0.04 2.57
O 2.484 -0.718 -1.499 0.03 0.24 0.08 -0.91
O 1.761 -2.774 -2.653 -0.09 -0.10 0.06 -0.68
C 2.637 -3.898 -2.450 0.28 -0.02 -0.02 -0.10
C 2.520 -4.188 -0.968 -0.21 -0.19 -0.01 -0.10
O 2.454 -2.880 -0.370 0.15 0.01 -0.08 -0.69
H 3.649 -3.606 -2.730 0.00 0.00 0.01 0.20
H 2.306 -4.725 -3.072 -0.14 0.09 -0.05 0.22
H 3.376 -4.722 -0.569 0.06 0.14 0.09 0.22
H 1.603 -4.729 -0.731 0.01 0.00 -0.01 0.20
O 3.778 5.290 -2.448 0.03 0.10 -0.19 -0.90
S 4.137 4.703 -1.212 -0.12 -0.23 0.08 2.55
O 5.139 5.275 -0.392 0.11 0.16 0.10 -0.90
O 4.458 3.159 -1.467 -0.14 0.03 -0.09 -0.69
C 3.629 2.325 -0.642 0.09 -0.10 0.27 -0.11
C 2.363 3.134 -0.462 -0.18 -0.10 -0.25 -0.10
O 2.829 4.482 -0.318 0.10 -0.06 0.14 -0.69
H 4.136 2.160 0.310 -0.01 0.02 0.00 0.19
H 3.458 1.376 -1.138 0.07 0.05 -0.14 0.24
H 1.805 2.850 0.427 0.05 0.16 0.09 0.21
H 1.718 3.075 -1.342 0.01 -0.03 0.01 0.20

29
Properties=species:S:1:pos:R:3:forces:R:3:nbo_charge:R:1 method="wB97M-V/def2-TZVPD" charge=-1 e_tot_ev=-21947.559 homo_ev="-0.39 / -0.39" relative_energy_ev=0.745
C -2.394 0.288 -3.685 -1.56 -1.06 0.71 -1.36
Cd -0.798 0.965 -2.615 1.70 1.28 0.20 1.06
N 2.162 0.382 -1.633 -2.07 -0.59 1.84 -1.39
N 0.777 -0.785 -4.231 0.51 -0.39 0.08 -1.17
H 1.591 -0.476 -1.327 1.75 0.68 -0.21 0.43
H 1.172 1.003 -1.713 1.16 0.57 -1.64 0.10
H -3.301 0.661 -3.182 0.05 -0.46 0.09 0.19
H -2.178 -0.785 -3.349 -0.86 0.94 -0.97 0.19
H -2.595 0.441 -4.726 0.43 -0.32 -0.66 0.20
H 0.967 -1.637 -3.689 0.09 0.23 -0.14 0.34
H 1.687 -0.439 -4.563 -0.38 -0.04 0.30 0.35
H 0.282 -1.095 -5.060 -0.26 0.04 -0.13 0.36
H 2.845 0.218 -2.398 -0.42 0.26 -0.01 0.32
H 2.554 0.878 -0.809 0.41 -0.67 -0.20 0.40
C 1.341 -0.893 3.036 0.15 -0.09 0.18 -1.11
Si -0.230 -0.006 2.568 0.04 0.49 -2.14 1.61
C -1.641 -0.904 3.402 -0.22 -0.10 0.08 -1.11
C -0.147 1.717 3.260 -0.01 0.08 0.34 -1.11
C -0.374 0.247 0.690 0.06 -0.59 2.10 -0.72
C -0.557 0.483 -0.498 -0.69 -0.46 0.32 -0.65
H 1.381 -0.920 4.132 0.11 -0.08 -0.06 0.22
H 2.224 -0.352 2.680 -0.08 -0.09 -0.02 0.24
H 1.385 -1.922 2.667 0.00 0.13 0.00 0.23
H -1.488 -0.799 4.484 -0.04 -0.05 -0.07 0.22
H -2.617 -0.472 3.163 0.12 -0.05 -0.03 0.24
H -1.666 -1.974 3.173 0.00 0.14 -0.05 0.23
H 0.779 2.207 2.947 -0.12 0.01 0.01 0.24
H -0.996 2.318 2.922 0.10 -0.04 0.04 0.24
H -0.165 1.651 4.352 0.03 0.23 0.05 0.21

30
Properties=species:S:1:pos:R:3:forces:R:3:lowdin_charge:R:1 method="wB97M-V/def2-TZVPD" e_tot_ev=-15265.212 homo_ev=-8.38
Cs 2.133 -2.709 -3.560 -0.03 0.37 -0.05 1.06
O 1.181 -0.430 -1.566 0.02 -1.42 -0.56 -0.46
H 1.263 -1.396 -1.689 -0.24 1.14 0.84 -0.25
C 1.176 0.617 3.018 0.41 1.96 1.34 -0.11
C 0.996 0.373 1.583 0.83 0.00 -1.42 -0.35
O 1.993 0.941 0.737 0.75 0.12 1.09 -0.10
H 2.099 0.380 3.547 0.14 -1.11 -0.52 0.08
H 0.305 0.192 3.518 0.12 0.18 0.34 0.08
H 1.238 1.697 3.149 -0.74 0.36 0.27 0.07
H 0.129 0.927 1.223 -0.96 -1.00 0.48 0.11
H 1.002 -0.714 1.505 -0.62 -0.20 -0.86 0.10
H 1.655 0.789 -0.148 0.24 -0.54 -0.59 0.01
C -1.218 3.604 -1.746 0.00 0.26 0.25 -0.08
C -0.714 2.174 -1.666 -0.57 0.37 1.73 -0.38
O 0.068 1.726 -2.703 0.21 0.66 -1.02 -0.08
H -1.934 3.761 -0.940 -0.29 -0.11 -0.06 0.07
H -1.670 3.934 -2.682 -0.05 -0.36 -0.11 0.07
H -0.427 4.314 -1.504 0.29 -0.07 -0.27 0.07
H -1.475 1.440 -1.399 -0.87 0.06 -0.54 0.11
H -0.137 2.127 -0.743 0.43 0.32 0.34 0.09
H 0.571 1.048 -2.246 0.71 -1.21 -0.61 -0.01
C -1.160 -3.215 1.363 -0.84 0.07 0.15 -0.08
C -0.743 -2.812 -0.010 2.11 1.44 -0.53 -0.37
O -1.297 -1.599 -0.453 -2.12 -0.32 -0.13 -0.08
H -2.149 -3.656 1.247 -0.01 -0.42 0.37 0.07
H -1.322 -2.364 2.025 0.39 0.14 -0.10 0.08
H -0.449 -3.908 1.814 -0.18 -0.11 -0.02 0.08
H -0.825 -3.649 -0.703 -0.57 -0.19 -0.33 0.10
H 0.288 -2.470 -0.094 0.99 -1.18 0.86 0.08
H -0.578 -1.124 -0.875 0.45 0.80 -0.34 0.02